{
  "formula": "C23H14Cl4N2O4S6W",
  "method": "ωB97M-V with the def2-TZVPD basis set",
  "elements": ["W", "O", "N", "C", "C", "C", "C", "C", "S", "H", "H", "H", "H", "O", "C", "S", "C", "C", "S", "S", "S", "Cl", "C", "C", "Cl", "C", "Cl", "C", "O", "C", "O", "C", "Cl", "C", "C", "C", "N", "H", "H", "H", "H", "H", "S", "C", "C", "C", "C", "C", "C", "H", "H", "H", "H", "H"],
  "coordinates": [[-0.279, -0.337, -0.453], [-1.895, 0.057, -1.732], [-1.816, 1.190, -2.445], [-2.691, 2.166, -2.156], [-2.738, 3.309, -2.907], [-1.837, 3.436, -3.973], [-0.919, 2.448, -4.218], [-0.847, 1.290, -3.416], [0.327, 0.091, -3.479], [-3.304, 1.957, -1.292], [-3.440, 4.089, -2.653], [-1.846, 4.328, -4.589], [-0.187, 2.540, -5.007], [1.933, -6.960, -0.182], [1.592, -5.811, -0.365], [0.021, -5.343, -1.033], [0.279, -3.607, -1.018], [1.459, -3.175, -0.537], [1.884, -1.482, -0.533], [2.591, -4.406, -0.002], [-0.897, -2.517, -1.680], [-0.168, 2.128, 6.071], [-0.616, 1.843, 4.419], [-1.713, 2.486, 3.875], [-2.657, 3.580, 4.837], [-2.069, 2.249, 2.538], [-3.448, 3.023, 1.829], [-1.329, 1.382, 1.746], [-1.584, 1.081, 0.514], [-0.196, 0.716, 2.310], [0.417, -0.109, 1.515], [0.139, 0.954, 3.636], [1.509, 0.124, 4.297], [-2.306, -4.505, 2.211], [-2.987, -3.133, 2.208], [-2.190, -2.170, 1.464], [-1.519, -1.531, 0.793], [-2.925, -5.231, 2.740], [-1.335, -4.448, 2.701], [-2.144, -4.853, 1.192], [-3.126, -2.759, 3.224], [-3.973, -3.188, 1.742], [0.821, 1.897, -0.731], [2.566, 1.692, -0.897], [3.358, 1.372, 0.208], [4.735, 1.265, 0.082], [5.350, 1.484, -1.144], [4.570, 1.804, -2.247], [3.192, 1.905, -2.127], [2.873, 1.190, 1.159], [5.330, 1.001, 0.949], [6.426, 1.396, -1.240], [5.036, 1.963, -3.214], [2.576, 2.126, -2.989]],
  "forces_ev_per_a": [[0.168, 0.205, -0.408], [0.034, -0.019, -0.120], [0.034, 0.215, -0.111], [-0.001, -0.071, 0.042], [-0.025, 0.065, -0.017], [0.072, -0.115, 0.006], [-0.109, 0.235, -0.057], [0.041, -0.295, 0.162], [-0.027, 0.038, -0.071], [-0.003, 0.010, -0.004], [-0.006, -0.009, 0.013], [-0.001, 0.008, -0.006], [0.006, -0.004, 0.000], [-0.016, -0.031, 0.050], [0.022, 0.051, -0.108], [0.009, -0.015, 0.010], [0.173, 0.003, 0.098], [-0.150, -0.073, -0.027], [-0.143, 0.025, -0.007], [-0.019, 0.006, 0.027], [-0.020, 0.211, 0.065], [0.019, 0.008, 0.060], [-0.032, 0.021, -0.022], [0.046, -0.047, -0.031], [-0.033, 0.037, 0.027], [0.086, -0.035, 0.043], [-0.088, 0.041, -0.071], [0.117, -0.056, 0.118], [-0.105, -0.046, -0.031], [-0.135, 0.050, -0.041], [0.060, 0.020, 0.183], [-0.014, 0.029, -0.060], [0.043, -0.039, -0.011], [-0.002, 0.016, -0.021], [-0.046, -0.066, 0.116], [0.037, 0.103, -0.052], [-0.001, -0.317, 0.209], [-0.007, 0.005, 0.005], [0.009, -0.004, -0.006], [0.012, -0.004, 0.012], [-0.003, 0.002, -0.013], [0.009, 0.008, 0.005], [-0.140, -0.172, -0.033], [0.066, 0.067, 0.072], [-0.011, -0.005, -0.021], [0.018, -0.012, 0.026], [0.043, -0.006, -0.002], [0.014, -0.001, -0.023], [0.013, -0.021, 0.025], [-0.007, -0.014, -0.005], [0.003, 0.002, 0.000], [-0.002, 0.000, 0.001], [0.003, 0.000, 0.003], [-0.011, -0.003, 0.002]],
  "de_lowest_kcal_mol": 16.5,
  "fmax_ev_per_a": 0.49,
  "homo_lumo_gap_ha": 0.2003,
  "energy_ev": -152179.15573,
  "lumo_ev": 4.1625,
  "total_charge": -2
}



{
  "formula": "C23H14Cl4N2O4S6W",
  "method": "ωB97M-V with the def2-TZVPD basis set",
  "elements": ["W", "O", "N", "C", "C", "C", "C", "C", "S", "H", "H", "H", "H", "O", "C", "S", "C", "C", "S", "S", "S", "Cl", "C", "C", "Cl", "C", "Cl", "C", "O", "C", "O", "C", "Cl", "C", "C", "C", "N", "H", "H", "H", "H", "H", "S", "C", "C", "C", "C", "C", "C", "H", "H", "H", "H", "H"],
  "coordinates": [[-0.115, -0.447, -0.189], [-1.700, -0.188, -1.486], [-1.674, 0.916, -2.249], [-2.588, 1.869, -2.017], [-2.630, 2.999, -2.785], [-1.698, 3.144, -3.822], [-0.753, 2.168, -4.024], [-0.693, 1.025, -3.205], [0.495, -0.171, -3.250], [-3.247, 1.666, -1.187], [-3.357, 3.767, -2.565], [-1.707, 4.032, -4.441], [0.001, 2.262, -4.791], [2.885, -6.941, -0.149], [2.406, -5.838, -0.313], [0.830, -5.544, -1.053], [0.840, -3.781, -0.947], [1.924, -3.235, -0.372], [2.187, -1.525, -0.180], [3.186, -4.335, 0.169], [-0.498, -2.895, -1.577], [0.000, 1.996, 6.354], [-0.484, 1.700, 4.717], [-1.619, 2.304, 4.206], [-2.565, 3.368, 5.196], [-1.998, 2.058, 2.878], [-3.440, 2.768, 2.228], [-1.244, 1.236, 2.047], [-1.538, 0.971, 0.812], [-0.077, 0.607, 2.583], [0.578, -0.166, 1.767], [0.270, 0.835, 3.908], [1.654, 0.012, 4.547], [-3.427, -4.077, 1.972], [-3.610, -2.578, 1.695], [-2.381, -1.976, 1.216], [-1.372, -1.670, 0.757], [-4.373, -4.516, 2.292], [-2.683, -4.232, 2.752], [-3.088, -4.585, 1.070], [-3.936, -2.059, 2.598], [-4.380, -2.429, 0.934], [0.806, 1.897, -0.494], [2.508, 1.823, -0.983], [3.492, 1.460, -0.063], [4.825, 1.405, -0.442], [5.199, 1.729, -1.739], [4.230, 2.131, -2.648], [2.898, 2.197, -2.269], [3.193, 1.191, 0.942], [5.574, 1.091, 0.275], [6.239, 1.667, -2.038], [4.511, 2.378, -3.666], [2.143, 2.517, -2.973]],
  "forces_ev_per_a": [[1.910, 0.486, -1.213], [-0.173, 0.036, 0.072], [0.093, 0.385, -0.312], [-0.063, -0.032, 0.116], [-0.107, 0.158, -0.064], [0.158, -0.256, 0.077], [-0.287, 0.396, -0.115], [0.300, -0.604, 0.142], [-0.081, 0.330, 0.200], [0.073, -0.014, 0.054], [-0.022, -0.035, 0.012], [0.013, 0.003, -0.016], [0.012, -0.025, 0.002], [-0.008, 0.005, -0.014], [-0.013, 0.037, -0.023], [0.010, 0.051, 0.015], [0.133, -0.353, 0.200], [-0.017, -0.023, 0.027], [-0.681, 0.429, -0.253], [-0.054, -0.030, 0.000], [-0.045, 0.832, 0.315], [0.036, 0.001, 0.091], [-0.128, -0.034, -0.106], [0.147, -0.081, -0.064], [-0.067, 0.048, 0.037], [0.020, -0.028, 0.071], [-0.083, 0.050, -0.102], [-0.005, 0.098, 0.217], [0.553, -0.720, -0.410], [-0.180, 0.175, -0.151], [-0.460, -0.195, -0.158], [0.030, 0.016, 0.051], [0.059, -0.001, -0.061], [0.009, 0.088, -0.037], [-0.182, -0.225, 0.132], [0.199, -0.423, 0.084], [-1.177, -0.379, 1.127], [0.006, 0.002, 0.004], [0.005, -0.023, -0.007], [0.021, -0.015, 0.016], [0.027, 0.068, -0.038], [0.013, 0.061, 0.020], [-0.036, -0.269, -0.133], [-0.094, 0.204, 0.277], [0.078, -0.076, -0.083], [-0.008, -0.011, 0.053], [0.099, 0.010, -0.040], [0.012, 0.050, -0.022], [0.061, -0.112, 0.035], [-0.017, -0.029, 0.003], [-0.011, 0.001, 0.006], [-0.009, -0.002, -0.005], [0.004, 0.036, 0.016], [-0.072, -0.063, -0.042]],
  "de_lowest_kcal_mol": 34.1,
  "fmax_ev_per_a": 2.31,
  "homo_lumo_gap_ha": [0.1951, 0.1928],
  "energy_ev": -152178.39333,
  "lumo_ev": [4.1113, 4.1118],
  "total_charge": -2
}



What is the formula in the second record? C23H14Cl4N2O4S6W